Computed, not measured: C4H7NO2 in the gas phase, with the ωB97M-V functional and the def2-TZVPD basis.

* energy above the lowest of the compared OMol25 structures with the same formula, charge and spin: 1.660 eV
* calculated total energy: -9845.62015 eV
* structure (SMILES): C/N=C1/COCO1
* HOMO: -9.8209 eV

Structure (ORCA input):
```
! RIJCOSX wB97M-V def2-TZVPD def2/J DEFGRID3
* xyz 0 1
H -2.48 -0.48 2.25
C 0.65 1.10 -1.52
O -0.28 0.98 -0.45
H 0.25 1.78 -2.28
O 0.81 -0.17 -2.07
N -0.91 -0.81 0.92
H -1.09 0.60 2.47
H 1.62 -1.26 -0.48
H 1.60 1.49 -1.11
C -1.71 0.10 1.72
C -0.27 -0.32 -0.05
H 0.24 -2.01 -1.34
H -2.21 0.87 1.12
C 0.66 -1.07 -0.98
*
```